[1]
Entry from the OMol25 dataset: 8 unconnected molecules or ions with the total composition C21H54BF4O19P4 in a non-equilibrium geometry (the ωB97M-V functional and the def2-TZVPD basis).

Properties
Lowest unoccupied orbital energy ... 2.094 eV
Charge ... -1
HOMO level ... -6.988 eV
Energy relative to the best compared isomer or geometry (same formula, charge and spin) ... 0.0763 eV
Maximum force ... 0.1569 hartree/bohr

```
103
Properties=species:S:1:pos:R:3:lowdin_charge:R:1
B 51.474 -48.410 -21.692 -1.55
F 52.018 -48.478 -20.461 0.16
F 50.307 -47.749 -21.622 0.17
F 52.339 -47.792 -22.530 0.16
F 51.203 -49.670 -22.147 0.13
C 55.474 -49.480 -26.348 -0.01
C 54.477 -48.510 -26.855 -0.44
O 54.685 -47.776 -27.870 0.01
C 53.194 -48.329 -26.113 -0.02
H 55.107 -50.517 -26.329 0.11
H 55.598 -49.032 -25.351 0.10
H 56.239 -49.690 -26.903 0.02
H 53.351 -48.151 -25.032 0.09
H 52.575 -49.071 -26.439 0.05
H 52.616 -47.388 -26.385 0.10
C 51.043 -53.788 -19.443 0.00
C 50.622 -52.685 -18.337 -0.48
O 49.821 -52.919 -17.554 0.11
C 51.180 -51.244 -18.612 0.01
H 50.084 -54.363 -19.668 0.10
H 51.822 -54.481 -19.086 0.08
H 51.246 -53.240 -20.259 0.00
H 52.128 -51.254 -18.330 0.02
H 50.765 -50.586 -17.829 0.08
H 51.078 -50.836 -19.626 0.07
C 53.821 -50.929 -23.441 -0.01
C 55.194 -50.408 -23.026 -0.52
O 56.204 -50.729 -23.604 0.03
C 55.252 -49.531 -21.783 -0.02
H 53.135 -50.859 -22.592 0.06
H 53.662 -51.870 -24.052 0.11
H 53.511 -50.134 -24.093 0.04
H 56.066 -48.713 -22.067 0.13
H 55.428 -50.274 -20.878 0.13
H 54.366 -49.046 -21.434 0.03
C 49.953 -46.992 -18.219 -0.13
O 49.900 -46.001 -17.313 -0.16
P 50.989 -45.866 -16.139 0.52
O 50.596 -45.197 -14.854 -0.26
O 51.559 -47.353 -15.779 -0.25
C 50.945 -47.997 -14.696 -0.10
O 52.391 -45.167 -16.638 -0.24
C 53.662 -45.452 -16.185 -0.12
H 49.873 -48.057 -17.750 0.14
H 50.855 -46.855 -18.729 0.08
H 49.281 -46.933 -18.892 0.02
H 51.286 -48.984 -14.829 0.08
H 49.810 -47.970 -14.931 0.13
H 51.223 -47.751 -13.808 0.02
H 53.663 -45.155 -15.104 0.10
H 54.288 -44.811 -16.741 0.08
H 53.749 -46.499 -16.115 0.07
C 47.214 -43.771 -26.877 -0.15
O 48.433 -44.412 -26.893 -0.23
P 49.480 -44.398 -25.667 0.51
O 49.747 -42.904 -25.467 -0.31
O 48.822 -44.863 -24.363 -0.16
C 49.464 -45.751 -23.574 -0.14
O 50.968 -45.119 -25.885 -0.23
C 52.162 -44.564 -25.340 -0.07
H 47.128 -42.620 -26.800 0.13
H 46.580 -44.128 -26.183 0.04
H 46.570 -44.016 -27.696 0.08
H 49.056 -45.860 -22.607 0.08
H 50.321 -45.134 -23.213 0.13
H 49.523 -46.647 -23.883 0.01
H 52.844 -45.312 -25.570 0.07
H 52.281 -44.369 -24.414 0.02
H 52.207 -43.669 -25.877 0.08
C 46.643 -49.711 -27.189 -0.13
O 47.229 -48.599 -27.786 -0.21
P 48.726 -48.145 -27.276 0.44
O 48.567 -47.081 -26.233 -0.24
O 49.568 -49.334 -26.757 -0.20
C 49.427 -49.814 -25.363 -0.06
O 49.480 -47.507 -28.506 -0.18
C 48.947 -46.674 -29.453 -0.12
H 47.265 -50.506 -27.457 0.06
H 45.814 -50.005 -27.704 0.06
H 46.650 -49.649 -26.020 0.11
H 49.390 -49.034 -24.671 0.03
H 50.411 -50.194 -24.792 0.13
H 48.560 -50.621 -25.160 0.12
H 48.014 -46.957 -30.011 0.11
H 49.688 -46.236 -30.059 0.08
H 48.564 -45.929 -28.811 0.05
C 46.891 -48.271 -22.327 -0.05
O 45.906 -49.325 -22.140 -0.18
P 46.287 -50.801 -22.598 0.45
O 46.093 -50.929 -24.041 -0.25
O 47.786 -51.319 -22.319 -0.22
C 48.388 -51.226 -21.087 -0.12
O 45.122 -51.830 -22.006 -0.23
C 45.402 -53.185 -21.774 -0.11
H 47.233 -48.058 -23.270 0.06
H 47.795 -48.347 -21.625 0.11
H 46.344 -47.442 -22.225 0.05
H 48.064 -52.213 -20.515 0.11
H 47.871 -50.233 -20.647 0.14
H 49.426 -51.414 -20.978 0.05
H 45.611 -53.769 -22.650 0.09
H 44.532 -53.621 -21.235 0.11
H 46.231 -52.997 -21.172 0.03
```



[2]
Entry from the OMol25 dataset: 7 unconnected molecules or ions with the total composition C21H54Br2N5O9 in a non-equilibrium geometry (the ωB97M-V functional and the def2-TZVPD basis).

Properties
Lowest unoccupied orbital energy ... -2.047 eV
Charge ... +1
HOMO level ... -10.718 eV
Energy relative to the best compared isomer or geometry (same formula, charge and spin) ... 0.0000 eV
Maximum force ... 0.0395 hartree/bohr

```
91
Properties=species:S:1:pos:R:3:lowdin_charge:R:1
C -13.714 18.202 16.860 -0.03
C -14.895 18.602 15.951 -0.17
N -15.953 17.562 15.706 -0.24
C -15.402 16.314 15.126 0.01
C -16.616 17.199 17.040 -0.14
C -17.279 18.397 17.694 -0.06
C -16.938 18.171 14.714 -0.09
C -18.185 17.343 14.392 -0.22
O -19.084 17.374 15.471 -0.20
C -20.324 16.741 15.180 -0.06
H -13.975 17.407 17.554 0.08
H -13.418 19.065 17.453 0.06
H -12.836 17.942 16.273 0.08
H -14.583 18.939 14.960 0.09
H -15.463 19.449 16.330 0.09
H -14.982 16.531 14.141 0.10
H -16.204 15.625 14.867 0.10
H -14.655 15.810 15.731 0.12
H -15.903 16.858 17.789 0.12
H -17.326 16.417 16.789 0.13
H -17.830 19.019 16.993 0.06
H -16.640 19.069 18.268 0.08
H -17.992 18.010 18.423 0.10
H -16.289 18.211 13.842 0.11
H -17.233 19.155 15.059 0.11
H -17.944 16.310 14.116 0.12
H -18.651 17.761 13.494 0.06
H -20.920 16.683 16.090 0.09
H -20.116 15.740 14.801 0.10
H -20.946 17.340 14.511 0.09
C -11.797 21.026 15.995 -0.04
C -12.651 21.977 15.167 -0.15
N -13.549 22.890 16.015 -0.23
C -14.600 21.974 16.587 0.01
C -12.790 23.728 17.062 -0.12
C -11.633 24.490 16.467 -0.04
C -14.230 23.831 15.025 -0.09
C -15.127 24.937 15.574 -0.16
O -16.254 24.386 16.251 -0.26
C -16.531 24.993 17.514 -0.06
H -10.827 21.485 16.210 0.08
H -11.506 20.161 15.400 0.09
H -12.208 20.705 16.945 0.06
H -13.420 21.468 14.577 0.08
H -12.136 22.614 14.451 0.12
H -15.176 21.640 15.718 0.06
H -15.244 22.573 17.224 0.10
H -14.227 21.045 17.003 0.08
H -12.471 22.923 17.722 0.13
H -13.618 24.303 17.469 0.11
H -11.174 25.235 17.111 0.10
H -11.875 24.933 15.500 0.08
H -10.832 23.784 16.235 0.08
H -14.899 23.198 14.440 0.10
H -13.465 24.172 14.333 0.13
H -15.627 25.353 14.694 0.15
H -14.539 25.714 16.064 0.13
H -16.819 26.037 17.356 0.10
H -15.687 25.035 18.208 0.09
H -17.377 24.460 17.939 0.08
O -15.338 20.611 13.603 -0.39
H -15.651 21.500 13.406 -0.11
C -13.116 18.726 12.316 0.04
N -12.351 17.479 12.629 -0.44
O -12.639 16.903 13.661 0.03
O -11.466 17.170 11.877 0.10
H -14.185 18.553 12.322 0.08
H -12.694 19.116 11.396 0.09
H -12.810 19.422 13.096 0.09
C -14.994 21.252 10.702 0.01
N -14.468 22.515 11.264 -0.42
O -13.590 22.449 12.096 0.05
O -14.837 23.541 10.730 0.08
H -15.459 21.503 9.751 0.11
H -15.724 20.849 11.404 0.03
H -14.247 20.515 10.423 0.10
C -17.796 22.484 15.166 0.05
N -18.319 22.540 16.557 -0.42
O -18.039 21.571 17.253 0.05
O -19.045 23.426 16.924 0.09
H -18.466 23.114 14.589 0.12
H -17.836 21.438 14.884 0.08
H -16.756 22.794 15.127 0.05
Br -20.073 20.163 12.043 0.64
C -18.114 20.130 11.962 -0.70
C -17.664 19.442 10.704 -0.66
Br -17.978 17.492 10.688 0.64
H -17.828 19.740 12.929 0.00
H -17.706 21.141 11.955 0.06
H -16.605 19.602 10.509 0.02
H -18.188 19.865 9.851 0.06
```



Q: charge of number 2 (C21H54Br2N5O9)?
A: +1



Q: Among the records above, which one has the lowest HOMO level?
A: C21H54Br2N5O9



Q: What is the formula in the second record?
A: C21H54Br2N5O9



Q: Which of these has the highest charge?
A: C21H54Br2N5O9